1.
The following is a quantum chemistry calculation of C55H55InN5O3PSbSi as an isolated structure, from the Open Molecules 2025 dataset.

Computed properties:
- Total charge: +1
- HOMO-LUMO gap: 7.5 eV
- Energy above the lowest of the compared OMol25 structures with the same formula, charge and spin: 47.6 kJ/mol
- DFT total energy: -100396.204 eV

```
122
C55H55InN5O3PSbSi (ωB97M-V/def2-TZVPD)
In -0.3353 -0.2027 0.3023
C -0.6255 3.4528 3.2843
C -0.2139 2.5988 2.2579
N -1.0360 1.8015 1.6215
C -2.3359 1.8082 1.9319
C -2.8689 2.6926 2.8969
C -1.9627 3.5060 3.6000
C -4.2792 2.7463 3.0982
C -5.1154 1.9441 2.3951
C -4.6088 1.0029 1.4501
C -5.4314 0.1535 0.6907
C -4.8578 -0.7324 -0.1894
C -3.4659 -0.7621 -0.3085
N -2.6835 0.0482 0.3620
C -3.2148 0.9182 1.2281
H 0.0962 4.0673 3.7984
H 0.8212 2.5667 1.9326
H -2.3289 4.1649 4.3740
H -4.6683 3.4611 3.8086
H -6.1857 2.0009 2.5328
H -6.5026 0.2095 0.8063
H -5.4691 -1.3965 -0.7786
H -2.9575 -1.4516 -0.9644
O 1.6683 0.0374 -1.7066
H 2.3813 -0.2378 -2.2878
H 0.9334 -0.5938 -1.8496
C -1.2756 -1.4131 3.3420
O -0.3802 -0.9893 2.3653
H -1.2330 -0.7380 4.2080
H -1.0340 -2.4311 3.6718
H -2.2982 -1.4041 2.9472
C -1.2951 4.5434 -3.0328
N -0.4132 3.6144 -3.7165
C -1.2002 2.8146 -4.6413
N -2.2831 2.1003 -3.9857
C -3.1248 3.0584 -3.2920
N -2.3915 3.8817 -2.3418
C -1.9193 3.1049 -1.2204
P -0.7393 1.7211 -1.7126
C 0.3499 2.8009 -2.8037
C -1.7948 1.0592 -3.1108
H -1.7227 5.2217 -3.7762
H -0.7185 5.1256 -2.3095
H -0.5494 2.0971 -5.1454
H -1.6375 3.4875 -5.3844
H -3.9216 2.5264 -2.7645
H -3.5739 3.7213 -4.0366
H -2.7881 2.6733 -0.7096
H -1.4015 3.7740 -0.5214
H 1.0145 2.1478 -3.3768
H 0.9570 3.4516 -2.1654
H -2.6466 0.5162 -2.6887
H -1.1998 0.3483 -3.6928
C 1.5809 0.8041 6.6480
C 1.4854 -0.5069 6.2089
C 1.6374 -0.8070 4.8646
C 1.8962 0.2040 3.9538
C 2.0083 1.5137 4.3968
C 1.8533 1.8139 5.7399
Sb 2.0363 -0.2538 1.8630
C 3.5417 1.2603 1.5162
C 3.3947 2.1902 0.5023
C 4.3382 3.1936 0.3432
C 5.4284 3.2575 1.1951
C 5.5727 2.3285 2.2138
C 4.6229 1.3361 2.3827
C 3.2682 -2.0195 1.9145
C 4.6215 -1.9176 1.6303
C 5.4362 -3.0302 1.7577
C 4.8980 -4.2421 2.1555
C 3.5393 -4.3496 2.4009
C 2.7194 -3.2394 2.2773
H 1.4516 1.0385 7.6955
H 1.3000 -1.3008 6.9182
H 1.5566 -1.8307 4.5197
H 2.2405 2.3077 3.6971
H 1.9572 2.8347 6.0805
H 2.5420 2.1138 -0.1685
H 4.2234 3.9216 -0.4466
H 6.1670 4.0338 1.0669
H 6.4240 2.3757 2.8770
H 4.7212 0.6208 3.1899
H 5.0443 -0.9736 1.3134
H 6.4927 -2.9484 1.5504
H 5.5368 -5.1043 2.2696
H 3.1178 -5.2988 2.6934
H 1.6530 -3.3193 2.4521
O -0.5131 -1.4720 -1.4132
Si -0.7074 -2.9931 -1.8845
C -1.8336 -4.0285 -0.7528
C -1.9827 -3.7078 0.5892
C -2.8344 -4.4263 1.4097
C -3.5492 -5.4950 0.8938
C -3.3958 -5.8445 -0.4374
C -2.5493 -5.1133 -1.2493
C -1.6852 -2.9406 -3.5259
C -3.0757 -2.8631 -3.5128
C -3.8102 -2.9401 -4.6824
C -3.1643 -3.1138 -5.8954
C -1.7823 -3.1822 -5.9287
C -1.0544 -3.0830 -4.7555
C 0.9340 -3.9448 -2.0683
C 2.1636 -3.4936 -1.6003
C 3.3122 -4.2505 -1.7640
C 3.2469 -5.4905 -2.3763
C 2.0279 -5.9666 -2.8285
C 0.8918 -5.1932 -2.6847
H -1.4101 -2.8727 0.9802
H -2.9402 -4.1555 2.4514
H -4.2225 -6.0514 1.5287
H -3.9377 -6.6849 -0.8452
H -2.4476 -5.3767 -2.2911
H -3.5987 -2.7641 -2.5684
H -4.8886 -2.8736 -4.6433
H -3.7363 -3.1992 -6.8074
H -1.2696 -3.3160 -6.8694
H 0.0251 -3.1286 -4.7888
H 2.2275 -2.5351 -1.0917
H 4.2614 -3.8735 -1.4108
H 4.1389 -6.0861 -2.5016
H 1.9645 -6.9404 -3.2911
H -0.0507 -5.5624 -3.0607
```


2.
The following is a quantum chemistry calculation of a 11-piece molecular cluster, C55H55N11 overall, from the Open Molecules 2025 dataset.

Computed properties:
- Total charge: 0
- SMILES: c1ccncc1.c1ccncc1.c1ccncc1.c1ccncc1.c1ccncc1.c1ccncc1.c1ccncc1.c1ccncc1.c1ccncc1.c1ccncc1.c1ccncc1
- HOMO-LUMO gap: 9.8 eV
- Energy above the lowest of the compared OMol25 structures with the same formula, charge and spin: 111.3 kJ/mol
- DFT total energy: -74314.738 eV

```
121
C55H55N11 (ωB97M-V/def2-TZVPD)
N -4.0538 4.7565 -0.2981
C -3.4540 4.0943 0.7104
C -2.0972 3.7976 0.6845
C -1.3072 4.1329 -0.4290
C -1.9591 4.7862 -1.4802
C -3.3027 5.0216 -1.3877
H -4.1435 3.7943 1.4860
H -1.6803 3.2993 1.5663
H -0.2870 3.7579 -0.4714
H -1.3267 5.0018 -2.3338
H -3.8860 5.5142 -2.1798
N -4.2478 0.3514 -2.0119
C -5.0825 -0.3689 -2.7922
C -5.3173 -1.7385 -2.6406
C -4.4772 -2.3994 -1.7199
C -3.5872 -1.6578 -0.9610
C -3.4859 -0.2917 -1.1011
H -5.5524 0.1684 -3.6563
H -5.9614 -2.2560 -3.3319
H -4.5042 -3.4642 -1.5902
H -2.9392 -2.2170 -0.2654
H -2.7087 0.2410 -0.5416
N 0.4881 0.0527 -4.9187
C 1.3929 -0.2415 -3.9896
C 1.2069 0.1366 -2.6418
C 0.1036 0.8684 -2.2861
C -0.8911 1.1045 -3.2555
C -0.5964 0.7460 -4.5800
H 2.2747 -0.8282 -4.2464
H 2.0363 -0.1106 -1.9949
H -0.0494 1.1443 -1.2418
H -1.7950 1.6207 -3.0035
H -1.2463 1.0760 -5.3846
N 1.9693 5.3711 0.1563
C 2.4661 4.1626 0.2737
C 2.8763 3.3304 -0.7882
C 2.7498 3.7443 -2.0837
C 2.2374 5.0624 -2.2439
C 1.9998 5.8836 -1.1338
H 2.6357 3.7627 1.2496
H 3.2140 2.3055 -0.5795
H 2.9555 3.0874 -2.8681
H 2.1397 5.4809 -3.2555
H 1.7741 6.8750 -1.4053
N 7.5401 1.0395 2.0782
C 6.9207 -0.0543 2.4702
C 5.5593 -0.1239 2.6723
C 4.7544 0.9406 2.4254
C 5.3853 2.0751 1.9101
C 6.7613 2.0943 1.8307
H 7.5138 -0.9106 2.7542
H 5.1817 -1.1450 2.9195
H 3.6959 0.8226 2.4645
H 4.8147 2.9561 1.7172
H 7.1997 2.9412 1.2999
N -1.0072 -4.3266 0.8695
C -1.7829 -5.2438 0.3367
C -2.5946 -6.0837 1.0944
C -2.6926 -5.8567 2.4728
C -1.8078 -4.9293 3.0625
C -0.9435 -4.2548 2.2178
H -1.6721 -5.3702 -0.7168
H -3.2353 -6.8532 0.6778
H -3.4792 -6.3299 2.9797
H -1.7631 -4.7944 4.1135
H -0.1871 -3.5791 2.7135
N 3.7641 -1.8097 -1.2143
C 4.6605 -0.9089 -0.8297
C 5.9754 -1.1820 -0.9067
C 6.4350 -2.4492 -1.2372
C 5.4944 -3.4036 -1.5379
C 4.1537 -3.0318 -1.6204
H 4.2500 0.0567 -0.5234
H 6.6715 -0.4027 -0.6648
H 7.4731 -2.6800 -1.2894
H 5.8384 -4.3801 -1.9268
H 3.3869 -3.7338 -1.9839
N 1.3810 0.5323 1.2940
C 0.4745 1.0710 2.0486
C -0.7598 0.5131 2.2777
C -1.0340 -0.6971 1.6649
C -0.1079 -1.2765 0.7745
C 1.0839 -0.5190 0.5934
H 0.7945 1.9381 2.6796
H -1.5100 0.9787 2.9099
H -1.9764 -1.1707 1.8833
H -0.2746 -2.2130 0.2025
H 1.7779 -1.0268 -0.0245
N -4.5202 -1.1199 2.7177
C -4.8674 -2.3963 2.7009
C -5.7845 -2.8997 1.7654
C -6.4409 -2.0445 0.9061
C -6.1299 -0.7330 0.9693
C -5.2051 -0.2878 1.8945
H -4.3366 -3.1015 3.3226
H -5.9242 -3.9660 1.8024
H -7.1479 -2.4709 0.2062
H -6.6661 -0.0834 0.3110
H -4.8928 0.7430 1.8758
N 1.2624 -4.9218 -2.5495
C 0.7566 -5.5415 -3.6049
C -0.3617 -5.0358 -4.3057
C -0.7805 -3.7391 -4.0135
C -0.2054 -3.1177 -2.9472
C 0.8021 -3.6684 -2.2675
H 1.3220 -6.3745 -3.9411
H -0.7658 -5.4749 -5.2011
H -1.6663 -3.2838 -4.4730
H -0.5895 -2.1452 -2.7059
H 1.2497 -3.1146 -1.4437
N -1.1007 4.2464 3.7778
C -0.6835 3.6583 4.9242
C 0.6814 3.7186 5.3417
C 1.5324 4.5090 4.5912
C 1.0360 5.1954 3.4892
C -0.2689 5.0211 3.1183
H -1.4400 3.1179 5.4889
H 0.9846 3.1926 6.2164
H 2.5693 4.5977 4.8424
H 1.6367 5.8500 2.9406
H -0.7497 5.4927 2.2836
```


3.
The following is a quantum chemistry calculation of a 7-piece molecular cluster, C55H59NO17 overall, from the Open Molecules 2025 dataset.

Computed properties:
- Total charge: 0
- SMILES: CCOCC[C@@]1(CCCCN(C)C(C)=O)OC(=O)O[C@H]1CCC(C)C.O=C1C=CC(=O)C=C1.O=C1C=CC(=O)C=C1.O=C1C=CC(=O)C=C1.O=C1C=CC(=O)C=C1.O=C1C=CC(=O)C=C1.O=C1C=CC(=O)C=C1
- HOMO-LUMO gap: 7.8 eV
- DFT total energy: -94282.708 eV

```
132
C55H59NO17 (ωB97M-V/def2-TZVPD)
C -3.9198 1.9082 2.0027
C -4.4886 2.5777 0.7570
O -3.5159 2.7262 -0.2553
C -3.4390 1.6236 -1.1506
C -1.9655 1.3925 -1.3936
C -1.6499 0.3758 -2.4449
C -1.9955 -1.0533 -2.0161
C -1.5720 -1.4484 -0.6112
C -0.0548 -1.6292 -0.3874
C 0.3824 -0.9165 0.9059
N 0.8213 0.4722 0.6643
C 0.2494 1.4390 1.6218
C 2.1992 0.5781 0.5576
C 2.7829 1.9711 0.6109
O 2.9328 -0.3802 0.3676
O -2.4963 0.5639 -3.6519
C -1.8316 -0.0007 -4.6739
O -2.3106 -0.2978 -5.7780
O -0.5241 -0.2305 -4.3154
C -0.3160 0.5489 -3.1499
C 0.0968 1.9856 -3.4997
C 1.3434 2.3870 -2.7154
C 2.0034 3.6754 -3.2263
C 1.3998 4.8962 -2.5159
C 3.5124 3.6030 -2.9133
H -3.1664 1.1869 1.6995
H -4.7367 1.4097 2.5133
H -3.4625 2.6191 2.6739
H -5.3682 2.0536 0.3974
H -4.8006 3.5813 1.0237
H -3.9630 1.8890 -2.0635
H -3.9318 0.7509 -0.7259
H -1.5456 2.3634 -1.6174
H -1.5349 1.1104 -0.4437
H -3.0797 -1.0894 -2.0355
H -1.6682 -1.7826 -2.7455
H -1.9770 -0.7697 0.1294
H -2.0387 -2.4072 -0.4114
H 0.5462 -1.3356 -1.2379
H 0.1282 -2.6878 -0.2507
H -0.4700 -0.8993 1.5712
H 1.1271 -1.5173 1.3985
H 0.2232 2.4186 1.1605
H -0.7761 1.1845 1.8425
H 0.8233 1.5146 2.5411
H 3.8151 1.9235 0.3022
H 2.7416 2.4003 1.6048
H 2.2608 2.6272 -0.0745
H 0.4371 0.1950 -2.4527
H 0.3550 1.9919 -4.5527
H -0.6934 2.6995 -3.3163
H 1.0347 2.5300 -1.6817
H 2.0602 1.5746 -2.7362
H 1.8705 3.7721 -4.2967
H 2.1012 5.7109 -2.6002
H 0.4511 5.1660 -2.9668
H 1.2035 4.6829 -1.4713
H 3.7055 2.8645 -2.1436
H 3.8854 4.5447 -2.5299
H 4.0959 3.3315 -3.7855
C 7.1088 7.7385 -3.6972
C 6.0252 7.0960 -4.1239
C 4.6630 7.5600 -3.7613
O 3.6758 6.9723 -4.1476
C 4.5545 8.7679 -2.9058
C 5.6378 9.4108 -2.4790
C 7.0014 8.9475 -2.8416
O 7.9880 9.5333 -2.4546
H 8.1115 7.4175 -3.9487
H 6.0805 6.2134 -4.7483
H 3.5514 9.0883 -2.6542
H 5.5817 10.2929 -1.8542
C 1.7199 -6.8698 2.6721
C 0.9618 -5.8999 2.1687
C 1.5351 -4.5712 1.8538
O 0.8528 -3.6774 1.3914
C 2.9760 -4.3556 2.1181
C 3.7338 -5.3248 2.6237
C 3.1664 -6.6591 2.9396
O 3.8553 -7.5448 3.3989
H 1.3251 -7.8496 2.9085
H -0.0923 -6.0351 1.9633
H 3.3607 -3.3769 1.8756
H 4.7889 -5.1911 2.8281
C -7.3294 -3.1534 -3.9484
C -6.3961 -3.5642 -3.0950
C -4.9707 -3.1966 -3.2828
O -4.1152 -3.5694 -2.5034
C -4.6246 -2.3547 -4.4531
C -5.5571 -1.9420 -5.3064
C -6.9839 -2.3080 -5.1219
O -7.8376 -1.9337 -5.8946
H -8.3749 -3.4094 -3.8329
H -6.6281 -4.1785 -2.2333
H -3.5810 -2.0962 -4.5731
H -5.3224 -1.3260 -6.1650
C -2.3217 3.1609 6.5203
C -2.3959 2.3790 7.5938
C -2.0114 0.9460 7.5314
O -2.0802 0.2330 8.5074
C -1.5399 0.4199 6.2249
C -1.4659 1.2025 5.1521
C -1.8500 2.6349 5.2155
O -1.7813 3.3479 4.2371
H -2.5975 4.2074 6.5433
H -2.7363 2.7424 8.5549
H -1.2643 -0.6268 6.2009
H -1.1259 0.8386 4.1908
C 4.9183 -1.6355 5.4012
C 6.0568 -1.0856 5.8139
C 6.8559 -0.2067 4.9211
O 7.8933 0.2923 5.2981
C 6.3348 0.0338 3.5521
C 5.1956 -0.5158 3.1372
C 4.3997 -1.3911 4.0326
O 3.3598 -1.8908 3.6545
H 4.3205 -2.2795 6.0341
H 6.4543 -1.2485 6.8075
H 6.9332 0.6763 2.9186
H 4.7941 -0.3570 2.1423
C -3.5916 -8.7328 0.5813
C -4.8162 -8.8405 0.0738
C -5.3291 -7.8574 -0.9155
O -6.4461 -7.9528 -1.3752
C -4.4226 -6.7538 -1.3154
C -3.1986 -6.6451 -0.8082
C -2.6867 -7.6267 0.1788
O -1.5684 -7.5288 0.6401
H -3.1979 -9.4369 1.3032
H -5.4924 -9.6385 0.3526
H -4.8096 -6.0462 -2.0362
H -2.5257 -5.8442 -1.0883
```


| no. | HOMO (eV) | maximum force (Eh/bohr) |
| --- | --- | --- |
| 1 | -10.56 | 0.0372 |
| 2 | -9.24 | 0.0731 |
| 3 | -9.65 | 0.0704 |